(1)
The following is a DFT calculation (ωB97M-V with the def2-TZVPD basis set) of C34H51BBrF4N6P2Ti as an isolated structure.

Orbital gap (alpha / beta) in eV: 7.330 / 7.385
Spin multiplicity: 2
Expectation value of S²: 0.7538
LUMO (alpha / beta) in eV: 0.24 / 0.24
ΔE to the lowest compared entry with this formula, charge and spin in kJ/mol: 9.3
DFT total energy in eV: -168318.535

Positions of all 100 atoms, in Å:
Ti -0.61772 -0.41169 -0.26787
C -2.87208 0.74212 4.38051
C -2.66636 -0.11069 3.12339
C -3.79796 0.23318 2.15537
P -0.98222 -0.07961 2.34345
C 0.09607 -1.10790 3.43651
C -0.13112 -1.07850 4.94446
C 1.55396 -0.77538 3.11761
C -0.31935 1.60492 2.45709
C -0.30833 2.37059 3.62429
C 0.29559 3.61241 3.68049
C 0.91552 4.09506 2.53200
C 0.93829 3.35560 1.36719
C 0.33454 2.08525 1.29945
N 0.40507 1.27414 0.17833
C 1.02974 1.80224 -0.99466
C 0.51380 2.93653 -1.62002
C 1.09851 3.45027 -2.76267
C 2.22048 2.83362 -3.30091
C 2.72726 1.69901 -2.69062
C 2.14017 1.15482 -1.54886
P 2.76317 -0.36551 -0.73520
C 4.29884 0.35316 0.03534
C 5.14156 -0.71283 0.73246
C 3.93004 1.45677 1.02238
C 3.44876 -1.36854 -2.13443
C 2.50988 -1.44342 -3.33843
C 3.68873 -2.79791 -1.63323
H -3.86299 0.52500 4.78478
H -2.14861 0.56870 5.17113
H -2.85313 1.80268 4.12631
H -2.76055 -1.17095 3.39779
H -3.72866 1.27798 1.84441
H -3.79327 -0.39053 1.26975
H -4.75069 0.11021 2.67394
H -0.10735 -2.12715 3.08947
H 0.05737 -0.08775 5.36071
H -1.13360 -1.39097 5.23014
H 0.57088 -1.76590 5.42206
H 1.83766 0.16672 3.59117
H 2.20914 -1.56040 3.50105
H 1.74253 -0.67292 2.04526
H -0.77950 1.98082 4.51647
H 0.28880 4.18720 4.59547
H 1.39878 5.06377 2.54436
H 1.45209 3.75049 0.50346
H -0.34993 3.42506 -1.18520
H 0.67639 4.32626 -3.23756
H 2.68771 3.22694 -4.19364
H 3.59624 1.21490 -3.12051
H 4.88494 0.79292 -0.78191
H 4.53287 -1.30379 1.42173
H 5.61442 -1.39763 0.02983
H 5.93595 -0.24024 1.31396
H 3.29998 1.07530 1.82842
H 4.83521 1.86611 1.47602
H 3.39483 2.27612 0.54656
H 4.40384 -0.92282 -2.44218
H 1.54924 -1.86986 -3.04578
H 2.30522 -0.48504 -3.80906
H 2.94647 -2.10672 -4.08891
H 2.73221 -3.29801 -1.47707
H 4.24413 -3.36610 -2.38244
H 4.23839 -2.85343 -0.69509
C -5.19490 1.72345 -2.62984
N -4.08286 1.91230 -1.71624
C -3.50092 3.24349 -1.63946
C -3.30738 0.87374 -1.31435
N -2.26163 0.97900 -0.56881
N -3.71198 -0.36966 -1.78814
C -3.26618 -1.58830 -1.32168
N -3.74733 -2.65476 -2.03416
N -2.53839 -1.68220 -0.26322
H -5.82842 2.60640 -2.58982
H -5.79783 0.86986 -2.32625
H -4.85472 1.58860 -3.66275
H -4.16861 3.94257 -2.13603
H -2.53133 3.26128 -2.14233
H -3.38619 3.57386 -0.60460
H -2.10827 1.92097 -0.23079
H -4.04156 -0.36956 -2.74068
H -3.88089 -2.48495 -3.02087
H -3.23959 -3.51163 -1.86489
H -2.32550 -2.65572 -0.06375
Br 1.21276 -7.06222 -0.82753
C 0.75509 -5.23376 -0.64785
C 1.08603 -4.55274 0.50939
C 0.75531 -3.20536 0.61796
C 0.07711 -2.48871 -0.37564
C -0.22898 -3.24075 -1.52473
C 0.10652 -4.58197 -1.68295
H 1.60764 -5.06094 1.30957
H 1.08106 -2.69890 1.51800
H -0.73070 -2.75979 -2.36197
H -0.12208 -5.10819 -2.60037
F -0.03043 0.06145 -4.60586
B -1.07503 -0.10561 -3.75478
F -0.50401 -0.33316 -2.39796
F -1.90542 1.00278 -3.69197
F -1.83218 -1.24558 -4.05308

Atoms 1-6, force components in eV/Å:
-0.42 -0.20 0.17
-0.13 -0.04 -0.02
-0.02 -0.09 0.20
0.04 0.06 0.01
0.05 0.20 -0.23
0.02 -0.12 0.10

Here are the Löwdin charges for atoms 1 to 99, given in e: 0.8739, -0.1243, -0.5133, -0.1278, 1.0866, -0.5348, -0.1076, -0.1363, -0.2921, -0.1036, -0.0952, -0.0787, -0.0381, -0.3059, -0.1346, -0.3304, -0.0512, -0.0642, -0.0680, -0.0856, -0.3061, 1.1135, -0.5480, -0.1249, -0.1093, -0.5380, -0.1024, -0.1155, 0.0819, 0.0488, 0.0758, 0.1104, 0.0746, 0.0328, 0.0793, 0.0891, 0.0717, 0.0663, 0.0827, 0.0811, 0.0883, 0.0267, 0.0759, 0.0972, 0.1044, 0.1022, 0.1058, 0.1049, 0.1039, 0.1064, 0.1058, 0.0722, 0.0611, 0.0744, 0.0608, 0.0806, 0.0590, 0.1031, 0.0621, 0.0531, 0.0871, 0.0539, 0.0827, 0.0528, -0.0430, -0.1317, -0.0287, -0.4154, 0.0936, 0.1635, -0.4825, 0.1787, 0.0679, 0.0903, 0.0921, 0.1012, 0.0908, 0.0881, 0.0941, 0.0661, 0.1331, 0.1056, 0.1070, 0.0787, 0.7114, -0.7215, -0.1415, -0.1410, -0.2577, -0.1660, -0.1413, 0.0980, 0.0567, 0.0813, 0.0987, 0.1896, -1.2353, -0.0076, 0.1489


(2)
The following is a DFT calculation (ωB97M-V with the def2-TZVPD basis set) of a 2-piece molecular cluster, C6H13NO overall in a non-equilibrium geometry.

Orbital gap in eV: 8.550
SMILES string: C=C/C(=C\N)CC.O
LUMO in eV: 0.87
ΔE to the lowest compared entry with this formula, charge and spin in kJ/mol: 256.4
DFT total energy in eV: -9968.517

Positions of all 21 atoms, in Å:
C 1.59104 -2.02923 0.49368
C 1.19231 -1.04922 -0.30289
C 0.23427 -0.07018 0.29706
C -0.88117 -0.52301 0.91306
N -1.52564 -1.70628 0.65701
C 0.76035 1.32151 0.23391
C 0.16227 2.58339 0.82301
H 2.28892 -2.86237 0.31715
H 1.17269 -2.13778 1.48327
H 1.68551 -0.88194 -1.26192
H -1.33470 0.26127 1.53505
H -1.03218 -2.50123 0.28295
H -2.26254 -1.95488 1.30031
H 1.78690 1.33770 0.69126
H 1.18248 1.55786 -0.76544
H -0.70964 2.86317 0.22056
H 0.81298 3.45679 0.92277
H -0.04390 2.48333 1.89801
O -1.11648 1.01268 -2.65684
H -0.27006 0.59962 -2.48108
H -1.70771 0.58663 -2.03280

Atoms 1-6, force components in eV/Å:
0.54 -1.51 0.32
0.01 0.19 0.37
-0.11 -0.72 -0.38
1.02 2.24 -0.82
-0.91 -0.52 0.79
3.52 1.29 0.54

Löwdin charges in e: -0.0064, -0.1488, -0.3064, -0.1800, 0.0615, -0.2625, -0.1158, 0.0620, 0.0627, 0.1040, 0.1242, 0.0819, 0.0844, 0.1183, 0.1102, 0.0745, 0.0711, 0.0724, -0.0483, 0.0114, 0.0297


(3)
The following is a DFT calculation (ωB97M-V with the def2-TZVPD basis set) of an isolated molecule of C4H9NO in a non-equilibrium geometry.

Orbital gap in eV: 10.365
SMILES string: CCC(=O)NC
LUMO in eV: 0.89
ΔE to the lowest compared entry with this formula, charge and spin in kJ/mol: 177.4
DFT total energy in eV: -7830.482

Positions of all 15 atoms, in Å:
C -1.23577 1.89683 0.51241
C -1.20082 0.36773 0.52362
C 0.12191 -0.26454 0.25800
O 0.80702 -0.30756 1.29475
N 0.52273 -0.88019 -0.86373
C 1.73854 -1.66852 -0.83931
H -1.22261 2.36689 -0.47874
H -2.14189 2.24095 1.02516
H -0.37801 2.26403 1.08116
H -0.77912 0.08260 1.61698
H -2.04551 -0.04367 -0.08018
H 0.02285 -0.74693 -1.72574
H 2.59511 -1.10001 -1.21385
H 1.93581 -1.93863 0.20114
H 1.60575 -2.57464 -1.43418

Atoms 1-6, force components in eV/Å:
0.15 0.17 0.03
0.56 0.04 0.80
0.97 -0.08 0.31
1.28 -0.35 -0.77
-0.03 0.09 -0.09
0.18 -0.11 -0.12

Löwdin charges in e: -0.1135, -0.1701, -0.5428, -0.0098, 0.0210, -0.0696, 0.0678, 0.0697, 0.0752, 0.1610, 0.1197, 0.1392, 0.0858, 0.0845, 0.0819